DFT (wB97M-V/def2-TZVPD) results for C26H47AlCl2P as an isolated structure in a non-equilibrium geometry.

Element x y z (Å)
Cl (2.86, 1.83, 0.84)
Cl (0.18, 0.83, 2.56)
P (-2.33, 0.03, 0.42)
Al (0.41, -0.09, 0.60)
C (-5.92, -0.44, -2.69)
C (-3.77, -0.53, 2.92)
C (-5.06, -0.63, -0.30)
C (2.08, -1.40, -2.96)
C (-4.06, 2.35, 0.96)
C (0.67, -1.98, -2.79)
C (-4.07, 3.78, 1.52)
C (-2.69, -1.03, 1.94)
C (-0.30, -0.92, -2.38)
C (2.28, 0.41, 0.03)
C (-4.49, -0.21, -3.18)
C (-2.61, 1.84, 0.89)
C (0.05, -1.98, 0.55)
C (-2.85, -3.37, 2.83)
C (-3.74, -1.40, 4.17)
C (-1.75, 4.19, 0.56)
C (-3.60, 0.39, -2.09)
C (2.04, -0.12, -3.79)
C (-0.08, 0.40, -2.54)
C (-3.63, -0.48, -0.83)
C (1.11, 0.97, -3.22)
C (-1.74, 2.75, 0.02)
C (-3.88, -2.89, 3.85)
C (-3.18, 4.72, 0.70)
C (-2.85, -2.51, 1.56)
C (-5.96, -1.25, -1.39)
H (-3.62, 4.85, -0.29)
H (-5.10, 4.15, 1.55)
H (-4.49, 0.46, -4.06)
H (0.66, -2.80, -2.06)
H (-4.89, -3.09, 3.45)
H (-3.79, -3.48, 4.77)
H (-3.57, 0.52, 3.19)
H (-5.09, -1.25, 0.59)
H (0.08, -2.48, 1.52)
H (2.48, 0.57, -1.04)
H (1.65, 1.62, -2.51)
H (-2.11, 2.74, -1.01)
H (-3.78, -2.68, 0.99)
H (-1.73, -0.94, 2.47)
H (-0.16, -2.69, -0.26)
H (0.37, -2.42, -3.76)
H (1.65, -0.38, -4.79)
H (3.05, 0.28, -3.95)
H (-4.68, 1.70, 1.59)
H (-2.79, -1.23, 4.69)
H (-1.85, -3.30, 3.28)
H (0.82, 1.65, -4.04)
H (2.88, -0.46, 0.36)
H (-2.02, -2.81, 0.91)
H (-1.25, 4.20, 1.53)
H (-4.51, 2.34, -0.04)
H (-5.45, 0.36, -0.02)
H (-6.50, -0.96, -3.47)
H (-6.42, 0.53, -2.54)
H (-2.58, 0.50, -2.47)
H (-3.95, 1.41, -1.84)
H (2.73, -2.13, -3.46)
H (-3.16, 5.71, 1.17)
H (-1.17, 4.83, -0.11)
H (-6.98, -1.32, -1.02)
H (-3.69, 3.75, 2.55)
H (-2.20, 1.86, 1.92)
H (-4.06, -1.17, -3.50)
H (-1.20, -1.27, -1.85)
H (-4.55, -1.09, 4.85)
H (-0.69, 2.39, 0.00)
H (-5.60, -2.27, -1.59)
H (-0.80, 1.13, -2.13)
H (-3.28, -1.49, -1.11)
H (-3.02, -4.42, 2.57)
H (-4.76, -0.56, 2.45)
H (2.50, -1.21, -1.97)

Output
Total energy, Eh: -2523.11577
ΔE to the lowest compared entry with this formula, charge and spin, kJ/mol: 0.0
Highest occupied orbital energy, eV: -1.389
Net charge: -1

Mulliken charges, unit e, in atom order: -0.29, -0.41, 0.48, -0.39, -0.80, -0.46, -0.25, -0.40, -0.73, -0.94, -0.94, -0.10, 0.31, -0.26, -0.89, -0.47, -0.67, -0.95, -0.95, -0.98, -0.17, -1.00, 0.07, -0.09, -1.05, 0.08, -0.71, -0.75, -0.73, -1.00, 0.31, 0.41, 0.42, 0.25, 0.29, 0.39, 0.27, 0.07, 0.54, -0.02, 0.25, 0.24, 0.24, 0.72, -0.01, 0.40, 0.42, 0.34, 0.22, 0.37, 0.33, 0.38, 0.36, -0.02, 0.38, 0.23, 0.13, 0.43, 0.32, -0.40, 0.21, 0.42, 0.42, 0.40, 0.40, 0.36, 0.94, 0.34, 0.63, 0.41, -0.27, 0.37, 0.12, 0.84, 0.41, 0.14, 0.05